This record from the OMol25 dataset describes an isolated molecule of C27H44BrCl2F2INO10P at a distorted geometry. The level of theory is ωB97M-V with the def2-TZVPD basis set.

Each line ends with the Löwdin charge.
Element x y z (Å)
C: -4.88720 2.85675 4.13267  -0.136
C: -5.01314 1.59159 3.27770  -0.277
C: -3.84592 0.61556 3.48128  -0.180
C: -3.37765 -0.19725 2.27009  -0.119
C: -2.19575 0.31417 1.43943  -0.354
F: -1.44397 1.15634 2.24882  -0.083
C: -2.57488 1.28242 0.22389  -0.523
I: -2.81595 3.37526 1.06380  1.140
C: -3.93708 1.06102 -0.43317  -0.116
C: -4.47126 2.17159 -1.31619  -0.608
O: -5.61069 2.54213 -1.21103  0.111
O: -3.63536 2.63990 -2.25729  0.092
O: -1.51563 1.54712 -0.63693  -0.161
C: -0.66563 0.47437 -1.07049  -0.285
C: -1.43004 -0.28845 -2.17257  -0.143
O: -1.72641 0.64050 -3.19673  -0.169
C: -2.78312 0.20164 -4.02058  -0.073
C: 0.48585 1.16982 -1.84797  -0.055
C: 0.30581 2.64704 -2.13023  -0.751
O: 0.09455 3.08348 -3.20119  0.095
Cl: 0.56831 3.78409 -0.79258  0.700
C: -0.12268 -0.39343 0.14854  -0.230
C: 0.55467 -1.57730 -0.55125  -0.104
C: 1.31354 -2.70534 0.17268  -0.187
C: 2.81094 -2.59108 0.42003  -0.234
C: 3.62080 -2.21866 -0.82050  -0.201
C: 5.10223 -2.14954 -0.46734  -0.165
C: 5.99723 -1.52637 -1.54608  -0.173
O: 5.23230 -1.14196 -2.69430  -0.052
C: 5.98861 -0.42816 -3.59126  -0.527
C: 5.97655 1.05112 -3.36388  0.024
O: 6.55188 -0.96848 -4.49786  0.146
C: 0.82696 0.55249 0.92466  -0.174
O: 2.18340 0.21802 0.73680  -0.177
C: 3.03794 1.34606 0.90659  -0.241
C: 4.45442 0.96580 0.56633  -0.047
N: -1.21865 -0.80777 1.11378  -0.075
C: -1.87084 -2.11744 0.77355  -0.136
C: -2.87993 -2.37137 -0.31327  -0.465
O: -2.64417 -2.99095 -1.28754  0.190
F: -4.12467 -2.03463 -0.03083  0.150
P: -0.44388 -1.74845 2.94306  0.601
O: -0.92040 -0.53791 3.83915  -0.406
Cl: 1.61849 -1.58923 3.37980  0.322
H: -5.53279 3.64050 3.73752  0.070
H: -5.20656 2.68029 5.15829  0.072
H: -3.87097 3.24303 4.13632  0.041
H: -5.14980 1.90757 2.24545  0.053
H: -5.94692 1.11854 3.58019  0.107
H: -3.03755 1.05592 4.05641  0.104
H: -4.23937 -0.13798 4.16735  0.117
H: -3.13586 -1.16813 2.69639  0.049
H: -4.25386 -0.40217 1.66481  0.111
H: -3.98574 0.17210 -1.06528  0.116
H: -4.72510 0.96060 0.30241  0.106
H: -3.86547 3.57198 -2.39032  0.141
H: -0.83079 -1.07789 -2.62574  0.140
H: -2.37226 -0.72152 -1.86488  0.091
H: -2.86000 0.87494 -4.86767  0.100
H: -2.59106 -0.81201 -4.38181  0.099
H: -3.74141 0.22907 -3.49638  0.085
H: 0.61728 0.73329 -2.83235  0.138
H: 1.45935 1.05043 -1.37029  0.118
H: 1.20840 -1.22925 -1.34513  0.123
H: -0.23152 -2.09972 -1.08953  0.095
H: 1.24120 -3.55828 -0.51053  0.126
H: 0.80095 -3.07520 1.06218  0.056
H: 3.14016 -3.58722 0.73059  0.122
H: 3.09213 -1.92464 1.22873  0.045
H: 3.48148 -2.95049 -1.61530  0.128
H: 3.29222 -1.23985 -1.16507  0.090
H: 5.45227 -3.16048 -0.25940  0.118
H: 5.23230 -1.59688 0.46082  0.086
H: 6.77772 -2.22890 -1.83810  0.127
H: 6.51852 -0.65813 -1.13368  0.116
H: 6.06219 1.27053 -2.30234  0.070
H: 6.77075 1.52964 -3.92112  0.090
H: 5.00111 1.41735 -3.68285  0.097
H: 0.65122 1.59415 0.66460  0.087
H: 0.60176 0.53610 1.99249  0.085
H: 2.94291 1.70876 1.93469  0.133
H: 2.71841 2.15523 0.24834  0.090
H: 4.85496 0.20882 1.23344  0.077
H: 4.47837 0.60817 -0.46327  0.063
H: 5.06229 1.86866 0.59377  0.090
H: -1.10582 -2.86987 0.62917  0.104
H: -2.36214 -2.49586 1.67477  0.071
H: -0.87510 -0.85748 4.76166  0.033
Br: -2.10747 -3.18828 4.64915  -0.122

The value obtained for the gap between HOMO and LUMO is 7.84 eV. Its total energy is -6195.48960 a.u. The LUMO energy comes out at -0.907 eV. As for the net charge: 0. The calculation puts the HOMO energy at -8.7 eV.